1 | 13
Properties=species:S:1:pos:R:3:lowdin_charge:R:1 method="wB97M-V/def2-TZVPD" e_lumo_ha=-0.00270 orbital_gap_ev=9.130 multiplicity=1 homo_ev=-9.20
C -2.20913 0.74942 -0.94393 0.209
C 0.89580 -0.50574 -0.89343 -0.802
C -1.18075 0.40509 -0.24627 -0.555
C 2.22956 -0.84893 -0.34281 -0.092
C -1.92785 0.81414 1.06518 -0.075
O 0.09012 0.15791 0.00509 -0.036
S 0.31909 -1.04954 -2.32292 0.783
H 2.72335 -1.66360 -0.81140 0.063
H 2.31286 -0.95612 0.77065 0.104
H 2.80181 0.10865 -0.46422 0.108
H -1.43447 1.68571 1.41149 0.063
H -1.61060 -0.01376 1.81372 0.133
H -3.00980 1.11677 0.95885 0.096

***

2 | 13
Properties=species:S:1:pos:R:3:lowdin_charge:R:1 method="wB97M-V/def2-TZVPD" e_lumo_ha=0.00935 orbital_gap_ev=9.065 multiplicity=1 homo_ev=-8.81
C -0.54128 -1.48873 0.38310 -0.048
C -0.46977 0.05564 0.33633 -0.347
C -0.43764 0.63438 -1.05262 -0.041
C 0.68178 1.34072 -1.15982 -0.096
O 1.45217 1.34214 -0.01229 -0.039
C 0.83396 0.58290 0.91616 -0.799
S 1.45620 0.34446 2.39617 0.736
H -1.48395 -1.78575 -0.00601 0.066
H 0.32205 -1.90269 -0.21044 0.113
H -0.44524 -1.83667 1.36952 0.047
H -1.31661 0.47102 0.87912 0.149
H -1.18579 0.38787 -1.84227 0.132
H 1.13412 1.85470 -1.99694 0.127

***

Least stable = 1

***

1 | 9
Properties=species:S:1:pos:R:3:lowdin_charge:R:1 method="wB97M-V/def2-TZVPD" e_lumo_ha=0.01423 orbital_gap_ev=9.276 multiplicity=1 homo_ev=-8.89
N 0.22959 -1.24293 0.77595 -0.200
P -0.71978 0.11679 0.52238 0.591
O -1.58841 -0.13171 -0.86606 -0.303
N 0.50506 1.06554 -0.22566 -0.784
Cl 1.67319 1.86691 0.78557 0.455
H 0.23306 -1.75686 1.63534 0.020
H 0.86793 -1.49367 -0.01770 0.065
H -1.04466 -0.21691 -1.59562 -0.014
H -0.15598 1.79285 -1.01420 0.170

***

2 | 9
Properties=species:S:1:pos:R:3:lowdin_charge:R:1 method="wB97M-V/def2-TZVPD" e_lumo_ha=0.01595 orbital_gap_ev=11.114 multiplicity=1 homo_ev=-10.68
N -1.25309 -0.17960 0.62617 -0.152
P -0.01982 0.50050 -0.28764 0.261
N 1.33320 0.17503 0.56190 -0.040
O -0.18510 1.82494 -0.84697 -0.316
Cl 0.00939 -1.14502 -1.97313 0.015
H -2.25762 0.16087 0.40645 0.107
H -1.15175 -1.22833 0.30857 0.053
H 1.41519 -0.65362 1.05556 0.044
H 2.10959 0.54523 0.14909 0.031

***

Least stable = 1

***

1 | 13
Properties=species:S:1:pos:R:3:lowdin_charge:R:1 method="wB97M-V/def2-TZVPD" e_lumo_ha="-0.28906 / -0.27181" orbital_gap_ev="7.140 / 7.892" charge=+1 multiplicity=1 homo_ev="-15.01 / -15.29"
C -1.43397 0.51202 0.28025 -0.079
C 0.82075 0.10923 -0.24703 -0.819
C -2.06712 0.35182 -1.00869 0.114
N -0.19478 0.24902 0.64005 0.082
N -3.30469 1.17930 -1.51637 -0.384
N 1.97912 -0.19902 0.31323 0.173
O -3.52192 1.22088 -2.67280 0.179
O -3.96969 1.53743 -0.56726 0.143
S 0.58791 0.32513 -1.90014 0.971
H -1.92862 0.67729 1.24010 0.157
H -2.19103 -0.69969 -1.31749 0.149
H 2.06375 -0.53007 1.24683 0.130
H 2.81981 -0.25556 -0.37194 0.184

***

2 | 13
Properties=species:S:1:pos:R:3:lowdin_charge:R:1 method="wB97M-V/def2-TZVPD" e_lumo_ha="-0.18690 / -0.18709" orbital_gap_ev="6.997 / 6.998" charge=+1 multiplicity=1 homo_ev="-12.08 / -12.09"
C 0.25936 -2.12456 -0.54182 0.325
C -2.44261 -0.30048 1.19441 -0.354
C 0.33267 0.34478 -0.45667 -0.478
N -0.71783 0.93124 -0.89567 -0.076
N 0.45031 -0.97656 -0.66206 0.200
N 1.41498 0.92157 0.01119 -0.266
O 2.37307 0.09130 0.40334 0.129
O 1.47451 2.10064 0.23596 0.129
S -2.62144 0.54776 -0.08624 0.988
H 0.18159 -3.23262 -0.55912 0.156
H -3.02031 -0.76113 1.93766 -0.022
H -0.77925 1.78635 -1.38169 0.074
H 3.09496 0.67170 0.80070 0.196

***

Least stable = 2